Entry 1:
202
Properties=species:S:1:pos:R:3:mulliken_charge:R:1 method="wB97M-V/def2-TZVPD" homo_energy_ev=-8.170 smiles="O=[N+]([O-])c1ccccc1.O=[N+]([O-])c1ccccc1.O=[N+]([O-])c1ccccc1.O=[N+]([O-])c1ccccc1.O=[N+]([O-])c1ccccc1.CCN(CC)CC.CCN(CC)CC.CCN(CC)CC.CCN(CC)CC.CCN(CC)CC.CCN(CC)CC" e_lumo_ev=-0.88 e_tot_ha=-3937.86414 total_charge=0
O -4.5210 -0.3020 0.8150 -0.54
N -5.1862 0.4906 0.2513 1.17
O -4.9815 1.7176 0.2277 -0.66
C -6.3097 -0.0718 -0.4765 -0.32
C -7.2766 0.8648 -0.8170 -0.57
C -8.3392 0.4044 -1.5611 -0.62
C -8.4344 -0.9340 -1.9209 -0.54
C -7.4792 -1.8494 -1.6110 -0.73
C -6.4416 -1.4098 -0.7967 1.04
H -7.0466 1.8594 -0.5930 0.67
H -9.0933 1.2016 -1.8398 0.30
H -9.3371 -1.2522 -2.4497 0.44
H -7.4435 -2.8747 -1.9604 0.62
H -5.5602 -2.0159 -0.6446 -0.36
O 5.4215 -0.5208 4.2225 -0.60
N 5.8640 -1.0611 3.2171 1.16
O 7.0486 -1.1855 2.9762 -0.67
C 4.8774 -1.7410 2.2948 0.03
C 3.6136 -1.9593 2.7637 -0.38
C 2.6110 -2.5891 1.9806 0.39
C 2.9653 -3.1312 0.7875 0.00
C 4.2914 -2.9445 0.3160 -0.62
C 5.2885 -2.3066 1.0720 -0.92
H 3.3434 -1.7238 3.8198 0.04
H 1.6120 -2.7639 2.4336 0.21
H 2.2485 -3.7017 0.1977 0.51
H 4.5324 -3.3137 -0.6745 0.41
H 6.3495 -2.2639 0.7911 0.51
O 2.5662 0.6705 3.1642 -0.05
N 3.0023 1.7883 3.0941 0.72
O 2.7941 2.7176 3.8285 -0.70
C 3.7087 2.0376 1.8802 -0.89
C 3.7664 0.9807 0.9566 1.17
C 4.4507 1.2240 -0.2250 -0.75
C 5.0875 2.4627 -0.4477 -0.86
C 5.0128 3.4335 0.5158 -0.09
C 4.3027 3.2300 1.7005 -0.94
H 3.3079 0.0020 1.0917 0.26
H 4.5319 0.4671 -0.9782 0.70
H 5.6741 2.5956 -1.3772 0.37
H 5.5623 4.3607 0.3365 0.21
H 4.1228 3.9695 2.4192 0.71
O -6.9266 -1.5332 -5.0363 -0.65
N -6.2413 -2.2573 -4.3786 1.21
O -6.4697 -3.4436 -4.1894 -0.65
C -5.0793 -1.6103 -3.8229 0.07
C -4.9110 -0.1942 -3.8476 -0.43
C -3.7263 0.3555 -3.3371 -1.37
C -2.7736 -0.5144 -2.7663 -0.38
C -2.9794 -1.8725 -2.7321 -0.09
C -4.0915 -2.4394 -3.3130 -0.83
H -5.7784 0.3569 -4.2101 0.50
H -3.5966 1.4268 -3.3700 0.45
H -2.0009 0.0239 -2.2124 1.30
H -2.3631 -2.4365 -2.0412 0.34
H -4.3460 -3.4780 -3.2658 0.47
O 0.3442 -5.7940 0.2179 -0.65
N -0.3528 -6.0316 1.1887 0.85
O -0.6970 -5.2639 2.0251 -0.15
C -0.7947 -7.3967 1.3489 -0.05
C -1.7069 -7.6316 2.3720 0.27
C -2.2395 -8.9024 2.4893 -0.72
C -1.8747 -9.9252 1.5862 -0.54
C -0.9318 -9.6767 0.5858 -0.57
C -0.3675 -8.4183 0.5049 -0.38
H -1.8727 -6.9043 3.1521 0.39
H -2.8031 -9.1728 3.3874 0.40
H -2.4321 -10.8401 1.6238 0.41
H -0.6967 -10.4434 -0.1329 0.39
H 0.5216 -8.2757 -0.1384 0.39
C 7.9929 4.9208 -2.4843 -1.09
C 6.7637 5.6832 -3.0473 -0.68
N 5.7688 6.0940 -2.0189 0.91
C 4.4998 6.6219 -2.6037 -1.16
C 3.5383 5.4693 -3.0940 -0.82
C 6.3041 6.9418 -0.9756 -1.05
C 6.9100 8.3310 -1.3592 -1.29
H 7.7344 4.0757 -1.8435 0.16
H 8.5614 5.7187 -1.8920 0.27
H 8.5623 4.5955 -3.3700 0.42
H 7.0331 6.5978 -3.6904 0.37
H 6.1768 5.0567 -3.6711 0.40
H 4.0959 7.2323 -1.8132 0.57
H 4.6530 7.3120 -3.4011 0.23
H 3.1533 5.0531 -2.1308 -0.05
H 2.7371 5.7878 -3.7497 0.36
H 4.1427 4.7576 -3.6306 0.42
H 7.1168 6.4530 -0.4824 0.57
H 5.5971 7.1492 -0.1615 0.59
H 6.0717 8.8612 -1.8928 0.23
H 7.7278 8.2470 -2.0755 0.26
H 7.2221 8.9256 -0.4952 0.43
C 1.1669 8.4569 -3.3740 -1.12
C 0.3038 8.6676 -2.2083 -0.31
N 0.2864 7.5630 -1.2693 0.45
C -0.1882 8.0077 0.0506 -0.31
C 0.6386 9.0571 0.6988 -1.32
C -0.5084 6.4257 -1.7560 -0.85
C -0.2900 5.0406 -1.1618 -0.64
H 2.1832 8.4861 -3.1118 0.15
H 1.0353 9.2271 -4.1454 0.40
H 1.0088 7.4794 -3.8858 0.27
H 0.6650 9.5065 -1.6110 0.22
H -0.7252 8.8715 -2.5348 0.27
H -1.2285 8.4176 -0.0106 0.33
H -0.2523 7.1348 0.7165 0.27
H 0.5146 10.0458 0.1922 0.38
H 0.2771 9.1323 1.7748 0.40
H 1.7055 8.7587 0.7879 0.22
H -0.2948 6.4122 -2.8664 0.33
H -1.6162 6.7393 -1.6417 0.27
H -0.7939 4.3137 -1.7678 0.27
H -0.6849 4.9495 -0.1541 0.29
H 0.7454 4.6827 -1.1047 0.04
C 2.1845 -3.3240 -6.1380 -1.46
C 3.2248 -2.7831 -5.2172 -0.36
N 2.7262 -2.4011 -3.8832 0.59
C 3.7110 -1.6377 -3.0979 0.64
C 3.7583 -0.1503 -3.5945 -1.19
C 2.2093 -3.4969 -3.0629 -1.30
C 1.1328 -2.9610 -2.1230 0.42
H 1.8091 -4.3216 -5.8914 0.35
H 2.5597 -3.2012 -7.1641 0.43
H 1.3489 -2.6893 -6.3118 0.35
H 3.9841 -3.5511 -5.1807 0.32
H 3.6807 -1.8490 -5.6755 0.32
H 3.4480 -1.6933 -2.0125 -0.90
H 4.6888 -2.0724 -3.1793 0.49
H 3.2957 0.5312 -2.8464 -0.11
H 4.7097 0.3077 -3.8010 0.28
H 3.3334 -0.1146 -4.5552 0.49
H 3.0794 -4.0156 -2.6167 0.17
H 1.7541 -4.2478 -3.7026 0.62
H 1.3156 -1.9661 -1.6840 -0.22
H 1.0428 -3.7406 -1.3276 -0.41
H 0.2410 -2.8824 -2.7213 0.48
C -0.6754 -3.6072 5.0208 -1.69
C -0.5324 -2.1413 4.5887 0.75
N 0.0237 -1.3182 5.6542 0.24
C -0.3550 0.0806 5.3941 0.07
C -1.9063 0.3366 5.4774 -1.34
C 1.4382 -1.5189 5.7927 0.48
C 1.7897 -1.5151 7.3513 -1.47
H -1.2368 -4.2104 4.2762 0.12
H -1.2595 -3.5752 5.8927 0.56
H 0.2871 -4.0911 5.2465 0.34
H -0.0109 -2.0514 3.5665 -0.58
H -1.5641 -1.8309 4.4227 0.10
H 0.1099 0.4133 4.4349 -0.17
H 0.1475 0.6913 6.1885 0.48
H -2.3183 0.0140 6.4333 0.38
H -2.5278 -0.0342 4.6515 0.19
H -1.9820 1.4376 5.4421 0.44
H 1.5986 -2.5745 5.4243 0.41
H 2.0159 -0.8010 5.2491 -0.35
H 1.0482 -0.8513 7.8198 0.31
H 1.7523 -2.5136 7.7701 0.29
H 2.8030 -1.2389 7.5918 0.41
C -3.6450 -4.3496 0.7140 0.13
C -4.3954 -4.1886 1.9697 -0.60
N -5.8520 -4.0370 1.6785 0.88
C -6.5502 -3.5575 2.8425 -0.51
C -7.9409 -2.9243 2.5831 -1.25
C -6.5040 -5.2646 1.1689 -0.95
C -6.4089 -6.5839 1.9831 -1.27
H -3.7011 -3.4777 0.0920 -0.49
H -3.9908 -5.2252 0.1087 0.46
H -2.6419 -4.5863 0.9258 -0.20
H -4.1937 -5.0198 2.6633 0.28
H -4.0190 -3.3247 2.5418 0.12
H -6.6874 -4.3633 3.6021 0.24
H -5.8861 -2.7996 3.2558 0.42
H -8.2487 -2.2031 3.3408 0.41
H -7.9917 -2.3506 1.6494 0.15
H -8.7316 -3.6815 2.4179 0.34
H -6.0301 -5.4829 0.2009 0.34
H -7.5063 -5.0412 0.8600 0.66
H -6.9150 -7.3694 1.4187 0.42
H -6.8029 -6.5027 3.0611 0.24
H -5.4301 -6.9366 2.1680 0.24
C -1.0771 2.1439 1.1189 -1.51
C -1.3729 1.1066 0.0540 0.39
N -0.2944 0.2503 -0.3888 2.06
C 0.8801 1.0524 -0.8773 0.85
C 0.6299 1.4879 -2.3195 -1.64
C 0.0971 -0.6683 0.6708 0.86
C -1.0508 -1.6815 0.9065 -0.93
H -0.8561 1.7698 2.0915 0.19
H -1.9304 2.8546 1.1827 0.46
H -0.2086 2.7653 0.8796 0.07
H -2.2085 0.4819 0.4145 -0.61
H -1.7935 1.7715 -0.7550 0.44
H 1.2273 1.8544 -0.2798 0.23
H 1.6429 0.3145 -0.9308 -0.74
H 1.3875 2.1773 -2.7127 0.42
H 0.4849 0.6088 -3.0065 0.09
H -0.2485 2.1356 -2.4750 0.25
H 0.4345 -0.2160 1.5568 0.33
H 0.9601 -1.3308 0.3804 -1.03
H -0.8656 -2.3204 1.7404 0.05
H -1.2624 -2.3804 0.1033 -0.18
H -2.0175 -1.2775 1.2942 0.05

Entry 2:
15
Properties=species:S:1:pos:R:3:mulliken_charge:R:1 method="wB97M-V/def2-TZVPD" homo_energy_ev="-8.090 / -7.225" e_above_lowest_kj_mol=212.11 e_lumo_ev="-1.00 / -1.44" e_tot_ha=-1374.96528 total_charge=0
C 1.6430 1.4333 0.0536 -0.76
C 0.7799 0.7072 -0.7971 -0.57
C 1.1174 1.6263 1.3239 0.01
C -0.5146 0.5352 -0.2122 0.43
C -0.1437 -2.5417 -0.0989 0.30
C -1.5012 -0.3403 -0.6835 0.08
O -0.6950 -3.3932 0.4575 -0.30
O -2.5537 -0.7272 0.1110 -0.46
S -0.5195 1.1390 1.4506 -0.13
I 1.9506 -1.8622 0.1449 -0.06
I -1.8848 -0.6332 -2.7097 0.14
H 2.7114 1.3865 -0.2197 0.34
H 0.8472 0.6548 -1.8885 0.33
H 1.3993 2.1773 2.2437 0.38
H -2.6364 -0.1619 0.8244 0.27